Record 1
C58H63F8N2O3P2S | ωB97M-V/def2-TZVPD

As for the strongest force on any atom: 7.13 eV/Å. The charge is +1. The calculated total energy is -121430.8140 eV. For the highest occupied orbital energy, the calculation gives -10.340 eV.

Each line ends with the Mulliken charge.
Positions of all 137 atoms, in Å:
C: 5.678 3.165 0.732  -0.428
C: 5.771 1.876 0.428  -0.362
C: 6.059 0.295 0.266  0.261
C: 4.645 -0.499 0.544  -0.168
C: 4.705 -1.911 -0.244  -0.793
P: 3.898 -1.912 -1.954  0.714
S: 4.787 -0.277 -3.063  -0.222
O: 2.217 -1.617 -1.964  -0.272
C: 1.490 -2.453 -1.007  -0.343
C: 0.314 -1.489 -0.365  -0.471
N: 0.243 -0.236 -1.209  -0.293
C: 0.855 0.946 -0.501  0.022
C: 1.779 1.813 -1.552  0.832
C: 1.621 3.431 -1.325  -0.828
O: 1.418 1.526 -2.950  -0.602
P: 4.493 -3.740 -3.033  0.267
N: 6.198 -4.011 -2.640  -0.450
O: 3.652 -5.097 -2.326  -0.529
H: 5.543 4.202 1.237  0.354
H: 6.874 -0.006 1.047  0.402
H: 6.493 0.014 -0.771  -0.205
H: 3.720 0.134 0.292  -0.314
H: 4.624 -0.652 1.702  0.434
H: 5.827 -2.201 -0.396  0.391
H: 4.268 -2.737 0.455  0.494
H: 4.000 -0.244 -4.238  0.280
H: 0.938 -3.345 -1.523  0.236
H: 2.136 -2.919 -0.178  0.324
H: 0.514 -1.215 0.734  0.187
H: -0.696 -2.027 -0.478  0.415
H: -0.749 0.026 -1.373  0.322
H: 0.032 1.686 -0.147  -0.078
H: 1.551 0.652 0.370  0.233
H: 2.874 1.503 -1.335  -0.548
H: 2.304 3.963 -2.092  0.385
H: 0.503 3.676 -1.555  0.046
H: 1.870 3.726 -0.233  0.225
H: 1.840 0.671 -3.205  0.299
H: 6.685 -4.546 -3.379  0.255
H: 6.694 -3.141 -2.385  0.217
H: 2.979 -5.424 -2.983  0.372
F: -0.125 2.235 1.891  -0.353
C: -1.295 2.383 2.539  0.242
C: -1.807 1.327 3.277  -0.376
C: -3.015 1.486 3.950  -0.854
C: -3.701 2.698 3.868  -0.911
C: -3.179 3.750 3.119  -0.702
C: -1.966 3.592 2.455  0.021
H: -1.263 0.391 3.322  0.491
H: -3.421 0.670 4.537  0.916
H: -4.646 2.821 4.390  0.461
H: -3.715 4.690 3.052  0.438
H: -1.539 4.402 1.875  0.572
F: 8.391 -0.770 -1.866  -0.199
C: 9.398 -1.114 -2.689  0.195
C: 10.296 -2.094 -2.294  -0.276
C: 11.335 -2.454 -3.147  -0.487
C: 11.469 -1.823 -4.383  -0.551
C: 10.564 -0.837 -4.768  -0.484
C: 9.519 -0.484 -3.919  -0.353
H: 10.181 -2.568 -1.325  0.413
H: 12.039 -3.225 -2.850  0.505
H: 12.283 -2.102 -5.046  0.412
H: 10.673 -0.344 -5.728  0.384
H: 8.800 0.275 -4.206  0.420
F: -3.239 8.841 -2.141  -0.315
C: -2.697 7.696 -1.703  0.300
C: -1.706 7.739 -0.733  -0.391
C: -1.147 6.550 -0.274  -0.584
C: -1.577 5.332 -0.798  0.152
C: -2.569 5.301 -1.775  -0.709
C: -3.136 6.489 -2.227  -0.353
H: -1.379 8.696 -0.343  0.401
H: -0.376 6.572 0.491  0.424
H: -1.137 4.405 -0.443  0.330
H: -2.900 4.352 -2.186  0.374
H: -3.916 6.483 -2.980  0.414
F: -2.898 -1.373 3.607  -0.280
C: -4.020 -2.003 3.219  0.358
C: -4.006 -3.380 3.053  -0.552
C: -5.169 -4.034 2.656  -0.652
C: -6.332 -3.301 2.418  -0.309
C: -6.333 -1.918 2.583  -0.448
C: -5.173 -1.266 2.991  -0.164
H: -3.091 -3.933 3.235  0.422
H: -5.171 -5.112 2.531  0.366
H: -7.234 -3.811 2.105  0.457
H: -7.237 -1.348 2.394  0.346
H: -5.159 -0.191 3.133  0.440
F: -1.871 5.162 5.081  -0.328
C: -0.908 4.598 5.824  0.328
C: -1.243 3.983 7.021  -0.312
C: -0.244 3.394 7.791  -0.434
C: 1.081 3.436 7.359  -0.465
C: 1.407 4.061 6.158  -0.507
C: 0.407 4.640 5.383  -0.281
H: -2.278 3.968 7.345  0.431
H: -0.496 2.903 8.726  0.376
H: 1.861 2.980 7.963  0.380
H: 2.440 4.096 5.826  0.370
H: 0.641 5.123 4.441  0.458
F: 12.753 -5.489 -4.195  -0.291
C: 11.631 -6.114 -4.585  0.247
C: 11.637 -7.492 -4.745  -0.431
C: 10.472 -8.140 -5.144  -0.442
C: 9.315 -7.401 -5.389  -0.502
C: 9.322 -6.017 -5.230  -0.566
C: 10.484 -5.370 -4.820  0.136
H: 12.548 -8.049 -4.557  0.425
H: 10.464 -9.218 -5.265  0.370
H: 8.408 -7.906 -5.705  0.372
H: 8.421 -5.442 -5.426  0.456
H: 10.504 -4.295 -4.683  0.200
F: -8.703 -2.844 1.418  -0.325
C: -9.872 -2.694 2.063  0.421
C: -10.384 -3.751 2.802  -0.336
C: -11.593 -3.593 3.474  -0.500
C: -12.281 -2.384 3.391  -0.451
C: -11.760 -1.331 2.643  -0.599
C: -10.546 -1.485 1.980  -0.220
H: -9.839 -4.687 2.848  0.398
H: -11.999 -4.411 4.061  0.365
H: -13.226 -2.263 3.913  0.374
H: -12.299 -0.391 2.576  0.383
H: -10.122 -0.673 1.400  0.487
F: -13.519 0.790 -2.249  -0.304
C: -12.286 1.301 -2.126  0.306
C: -11.271 0.513 -1.601  -0.477
C: -9.989 1.041 -1.478  -0.313
C: -9.738 2.355 -1.871  -0.512
C: -10.765 3.138 -2.392  -0.326
C: -12.045 2.607 -2.525  -0.401
H: -11.487 -0.504 -1.293  0.484
H: -9.186 0.431 -1.076  0.427
H: -8.739 2.768 -1.771  0.361
H: -10.569 4.163 -2.693  0.356
H: -12.854 3.200 -2.936  0.403

Cartesian forces (eV/Å) of the 2 atoms listed first:
0.3 -7.1 -0.7
0.3 6.0 1.9

***

Record 2
C27H59O17PS | ωB97M-V/def2-TZVPD

As for the strongest force on any atom: 3.28 eV/Å. The calculated total energy is -83884.4154 eV. For the highest occupied orbital energy, the calculation gives -9.117 eV. Its structure (SMILES) is C[C@H](O)C[C@]1(C[C@@H](C)O)OC(=O)O[C@]1(O)P(O)(O)=S.COCCOCCOC.COCCOCCOC.COCCOCCOC.

Each line ends with the Mulliken charge.
Positions of all 105 atoms, in Å:
C: 5.039 -3.437 3.329  -1.753
C: 3.760 -2.605 3.240  -0.444
O: 3.211 -2.698 1.944  -0.225
C: 4.072 -1.160 3.608  -0.961
C: 2.865 -0.304 3.962  2.130
C: 3.221 1.058 4.508  -2.071
C: 4.123 1.959 3.629  0.381
C: 5.507 2.097 4.228  -1.656
O: 4.213 1.526 2.285  -0.461
O: 2.300 -1.023 5.127  -0.507
C: 1.181 -1.662 4.788  0.590
O: 0.398 -2.236 5.534  -0.601
O: 1.072 -1.649 3.395  -0.478
C: 1.639 -0.408 3.052  0.487
O: 0.738 0.574 3.549  -0.586
P: 1.722 -0.034 1.208  0.479
O: 0.598 -0.988 0.614  -0.436
O: 3.102 -0.535 0.598  -0.605
S: 1.307 1.794 0.789  -0.356
H: 5.543 -3.290 4.272  0.403
H: 5.705 -3.144 2.525  0.376
H: 4.782 -4.479 3.226  0.416
H: 3.063 -3.055 3.922  0.361
H: 3.785 -2.229 1.339  0.383
H: 4.671 -0.712 2.828  0.313
H: 4.695 -1.185 4.490  0.860
H: 2.336 1.606 4.786  0.406
H: 3.764 0.864 5.421  0.609
H: 3.683 2.947 3.625  0.340
H: 6.027 1.147 4.130  0.385
H: 5.456 2.348 5.277  0.433
H: 6.088 2.864 3.733  0.390
H: 5.115 1.260 2.125  0.353
H: -0.085 0.468 3.061  0.472
H: 0.841 -1.922 0.688  0.153
H: 3.383 0.145 -0.022  0.366
C: -0.375 -3.939 -5.454  -0.906
O: -0.305 -4.593 -4.208  -0.083
C: 0.095 -5.946 -4.336  -0.622
C: 0.506 -6.499 -2.992  -0.398
O: 1.827 -6.147 -2.608  -0.481
C: 2.002 -4.819 -2.138  -0.658
C: 1.500 -4.599 -0.729  0.002
O: 0.097 -4.381 -0.721  -0.056
C: -0.433 -4.485 0.580  -0.615
H: -1.082 -4.440 -6.126  0.320
H: -0.721 -2.923 -5.276  0.242
H: 0.612 -3.898 -5.930  0.352
H: 0.933 -6.026 -5.039  0.382
H: -0.752 -6.531 -4.723  0.425
H: 0.511 -7.589 -3.066  0.401
H: -0.215 -6.219 -2.222  0.163
H: 1.559 -4.095 -2.824  0.210
H: 3.083 -4.660 -2.134  0.402
H: 1.987 -3.712 -0.300  -0.002
H: 1.746 -5.471 -0.113  0.383
H: -0.297 -5.495 0.980  0.381
H: -1.499 -4.271 0.525  0.158
H: 0.041 -3.769 1.266  0.116
C: -5.374 -0.208 -7.176  -0.807
O: -4.830 -0.571 -5.929  -0.186
C: -4.503 0.563 -5.144  -0.596
C: -4.271 0.168 -3.704  -0.357
O: -5.466 0.016 -2.953  -0.454
C: -6.199 -1.182 -3.162  -0.456
C: -5.595 -2.387 -2.479  -0.562
O: -4.544 -2.924 -3.260  -0.257
C: -3.768 -3.852 -2.536  -0.634
H: -4.676 0.414 -7.748  0.310
H: -5.568 -1.123 -7.731  0.228
H: -6.320 0.333 -7.048  0.320
H: -5.313 1.300 -5.191  0.335
H: -3.585 1.016 -5.547  0.421
H: -3.734 0.985 -3.219  0.383
H: -3.647 -0.726 -3.641  0.187
H: -6.352 -1.374 -4.226  0.224
H: -7.175 -0.997 -2.710  0.384
H: -6.369 -3.158 -2.351  0.447
H: -5.220 -2.093 -1.490  0.326
H: -3.276 -3.367 -1.684  0.303
H: -3.000 -4.237 -3.204  0.046
H: -4.384 -4.686 -2.178  0.373
C: -1.929 9.782 2.591  -0.767
O: -1.415 8.705 1.844  -0.246
C: -0.057 8.902 1.496  -0.573
C: 0.569 7.609 1.025  -0.437
O: 0.982 6.756 2.081  -0.448
C: -0.043 6.020 2.735  -0.557
C: -0.533 4.828 1.946  -0.211
O: -1.484 5.232 0.976  -0.328
C: -1.736 4.208 0.040  -0.627
H: -1.853 10.723 2.034  0.311
H: -2.978 9.575 2.790  0.232
H: -1.402 9.882 3.547  0.316
H: 0.503 9.281 2.360  0.338
H: -0.005 9.644 0.686  0.436
H: 1.486 7.862 0.490  0.378
H: -0.092 7.087 0.330  0.224
H: -0.874 6.667 3.022  0.216
H: 0.420 5.644 3.649  0.410
H: -1.013 4.111 2.628  0.450
H: 0.315 4.338 1.457  0.042
H: -0.830 3.959 -0.523  0.263
H: -2.492 4.573 -0.653  0.253
H: -2.112 3.304 0.533  0.282

Cartesian forces (eV/Å) of the 2 atoms listed first:
-0.4 0.3 -0.2
1.2 -0.1 -0.1

***

Record 3
C9H14O | ωB97M-V/def2-TZVPD

As for the strongest force on any atom: 3.92 eV/Å. The calculated total energy is -11605.8082 eV. For the highest occupied orbital energy, the calculation gives -8.297 eV. Its structure (SMILES) is Cc1ccc(O)cc1.CC.

Each line ends with the Mulliken charge.
Positions of all 24 atoms, in Å:
C: -0.862 2.295 1.275  -1.469
C: -0.757 0.818 1.110  0.689
C: -1.788 0.385 0.241  -0.226
C: -2.124 -0.904 0.041  -1.020
C: -1.370 -1.783 0.836  0.801
O: -1.670 -3.062 0.589  -0.543
C: -0.269 -1.492 1.598  -0.689
C: 0.023 -0.093 1.719  -0.045
H: -1.461 2.601 2.237  0.271
H: -1.361 2.866 0.412  0.301
H: 0.138 2.617 1.531  0.415
H: -2.324 1.118 -0.291  0.277
H: -2.966 -1.224 -0.581  0.433
H: -1.615 -3.709 1.317  0.320
H: 0.337 -2.265 2.096  0.334
H: 0.890 0.396 2.384  0.142
C: 1.606 0.620 -1.727  -0.643
C: 2.768 -0.235 -2.338  -0.898
H: 2.035 1.308 -0.988  0.278
H: 1.111 1.237 -2.389  0.408
H: 0.798 -0.058 -1.478  0.062
H: 3.227 0.339 -3.160  0.278
H: 3.466 -0.634 -1.642  0.308
H: 2.169 -1.139 -2.793  0.217

Cartesian forces (eV/Å) of the 2 atoms listed first:
-0.3 1.6 1.9
-3.1 0.7 -1.9

***

Record 4
C39H33F4KN7O5 | ωB97M-V/def2-TZVPD

As for the strongest force on any atom: 1.67 eV/Å. The charge is -1. The calculated total energy is -88842.1532 eV. For the highest occupied orbital energy, the calculation gives -3.890 eV.

Each line ends with the Mulliken charge.
Positions of all 89 atoms, in Å:
K: 0.677 0.262 0.179  1.066
C: -2.227 -0.083 -0.953  -1.364
C: -1.810 1.332 -1.340  1.553
N: -2.544 2.337 -0.591  0.341
C: -3.945 2.440 -0.942  -0.722
C: -4.274 2.811 -2.396  -1.088
C: -1.862 3.610 -0.512  -0.739
C: -0.618 3.581 0.430  -1.195
N: -0.502 2.372 1.192  0.285
C: -0.999 2.235 2.391  0.109
C: -0.881 0.937 2.981  -0.202
F: -0.364 -0.063 2.196  -0.235
C: -1.255 0.620 4.258  0.142
F: -1.046 -0.644 4.714  -0.340
C: -1.838 1.556 5.097  -0.699
C: -2.011 2.827 4.568  0.202
F: -2.576 3.767 5.371  -0.351
C: -1.628 3.168 3.292  0.312
F: -1.872 4.454 2.907  -0.371
H: -1.476 -0.792 -1.286  0.084
H: -2.314 -0.144 0.130  0.350
H: -3.181 -0.356 -1.401  0.441
H: -0.758 1.457 -1.086  -1.827
H: -1.910 1.464 -2.431  0.633
H: -4.419 1.481 -0.713  0.384
H: -4.387 3.189 -0.279  0.510
H: -3.983 2.011 -3.071  0.251
H: -5.345 2.974 -2.495  0.431
H: -3.763 3.721 -2.696  0.272
H: -1.530 3.970 -1.503  0.271
H: -2.576 4.342 -0.128  0.544
H: 0.284 3.636 -0.190  0.046
H: -0.643 4.488 1.045  0.532
H: -2.163 1.312 6.090  0.493
C: 7.987 -12.084 -2.010  -0.830
O: 7.837 -11.306 -0.850  -0.469
C: 7.023 -10.210 -0.900  0.900
C: 6.916 -9.473 0.282  -0.507
C: 6.122 -8.353 0.335  -0.572
C: 5.401 -7.922 -0.785  0.368
C: 5.521 -8.659 -1.962  -0.827
C: 6.320 -9.789 -2.022  -0.544
C: 4.586 -6.731 -0.663  0.188
N: 4.522 -5.993 0.424  -0.830
C: 3.670 -4.971 0.139  0.661
C: 3.198 -5.092 -1.170  -0.019
N: 3.793 -6.221 -1.662  -0.168
C: 2.282 -4.184 -1.745  0.745
C: 1.763 -4.312 -3.049  -0.793
C: 0.869 -3.387 -3.494  -1.350
C: 0.501 -2.326 -2.638  -0.062
N: 0.920 -2.228 -1.386  -0.208
C: 1.838 -3.097 -0.950  -0.107
C: 2.356 -2.933 0.396  -0.404
N: 1.985 -1.848 1.086  0.192
C: 2.420 -1.688 2.313  -0.140
C: 3.245 -2.602 2.973  -1.066
C: 3.670 -3.709 2.277  -0.312
C: 3.247 -3.885 0.956  0.388
H: 8.669 -12.889 -1.740  0.241
H: 8.422 -11.506 -2.831  0.332
H: 7.032 -12.509 -2.335  0.332
H: 7.471 -9.801 1.147  0.417
H: 6.036 -7.772 1.238  0.502
H: 5.000 -8.358 -2.859  0.257
H: 6.387 -10.328 -2.955  0.369
H: 3.643 -6.623 -2.572  0.193
H: 2.064 -5.147 -3.668  0.322
H: 0.456 -3.440 -4.489  0.463
H: -0.312 -1.680 -2.936  0.639
H: 2.098 -0.786 2.817  0.401
H: 3.542 -2.427 3.996  0.410
H: 4.327 -4.448 2.710  0.554
O: 0.093 0.198 -4.511  -0.754
C: 1.174 0.197 -3.930  0.349
O: 1.805 -0.766 -3.438  -0.669
C: 1.919 1.530 -3.737  0.239
C: 2.128 2.430 -4.776  -0.482
C: 2.908 3.562 -4.580  -0.519
C: 3.451 3.824 -3.338  -0.646
C: 3.204 2.939 -2.288  -0.517
C: 2.466 1.783 -2.494  0.617
N: 3.730 3.212 -0.994  1.033
O: 3.377 2.502 -0.062  -0.581
O: 4.516 4.141 -0.875  -0.641
H: 1.683 2.229 -5.739  0.472
H: 3.092 4.237 -5.406  0.375
H: 4.047 4.704 -3.149  0.488
H: 2.338 1.076 -1.688  0.452

Cartesian forces (eV/Å) of the 2 atoms listed first:
0.8 -0.1 -1.1
0.0 0.3 -0.1

***

Record 5
C2H3NOS2 | ωB97M-V/def2-TZVPD

As for the strongest force on any atom: 7.20 eV/Å. The calculated total energy is -27327.9428 eV. For the highest occupied orbital energy, the calculation gives -9.072 eV. Its structure (SMILES) is O=C(C=S)NS.

Each line ends with the Mulliken charge.
Positions of all 9 atoms, in Å:
O: -1.180 1.703 -0.599  -0.550
C: -0.479 0.709 -0.055  0.517
C: -1.166 -0.525 0.317  -0.181
S: -2.629 -0.740 -0.410  -0.110
N: 0.870 0.644 0.237  -0.323
S: 1.771 -0.670 -0.587  -0.072
H: -0.563 -1.447 0.638  0.229
H: 1.194 1.455 -0.081  0.333
H: 2.181 -1.129 0.539  0.157

Cartesian forces (eV/Å) of the 2 atoms listed first:
4.8 -4.4 3.1
-3.9 3.7 -1.9

***

Record 6
C6H10O | ωB97M-V/def2-TZVPD

As for the strongest force on any atom: 0.34 eV/Å. The calculated total energy is -8430.2404 eV. For the highest occupied orbital energy, the calculation gives -8.634 eV. Its structure (SMILES) is C[C@H]1C[C@H]1/C=C\O.

Each line ends with the Mulliken charge.
Positions of all 17 atoms, in Å:
C: -1.975 -0.365 0.072  -1.427
C: -1.106 0.776 -0.400  0.291
C: -0.045 1.304 0.524  -1.123
C: 0.349 0.550 -0.732  0.063
C: 0.984 -0.798 -0.740  -0.482
C: 1.862 -1.266 0.150  -0.228
O: 2.294 -0.647 1.276  -0.533
H: -2.850 0.010 0.614  0.369
H: -1.414 -1.027 0.742  0.323
H: -2.331 -0.969 -0.769  0.310
H: -1.612 1.515 -1.018  0.418
H: 0.154 2.372 0.558  0.214
H: 0.015 0.808 1.492  0.431
H: 0.715 1.193 -1.534  0.321
H: 0.769 -1.434 -1.595  0.321
H: 2.341 -2.235 0.034  0.369
H: 1.851 0.211 1.325  0.365

Cartesian forces (eV/Å) of the 2 atoms listed first:
0.0 -0.1 0.0
-0.1 0.0 0.0